145
Properties=species:S:1:pos:R:3 method="wB97M-V/def2-TZVPD" e_homo_ev=-4.99 total_charge=-1 fmax_ha_per_bohr=0.058 gap_ev=6.88 spin_multiplicity=1
C 4.6848 -7.5815 -1.9353
O 5.6833 -6.6149 -2.3074
C 5.0398 -5.3474 -2.6158
C 6.1995 -4.2822 -2.7000
C 5.6912 -2.7939 -2.7362
C 4.9553 -2.3800 -4.0714
C 4.2779 -0.9584 -3.8642
C 2.6889 -1.0418 -3.7613
C 2.2034 -1.7963 -2.4507
C 0.7516 -2.4701 -2.6341
Nb -0.5626 -2.3474 -0.7897
C -2.4602 -3.0125 -1.8827
O -2.2604 -3.6576 -3.1799
C -1.6203 -4.8733 -3.0930
C -0.7974 -5.2527 -4.2737
C -0.0237 -6.4820 -4.3316
C -0.0454 -7.3896 -3.1606
C -0.8713 -7.0559 -1.9880
C -1.6466 -5.7918 -1.9583
H 4.5761 -7.6864 -0.8222
H 3.7054 -7.2804 -2.3954
H 4.9744 -8.5856 -2.3600
H 4.4239 -5.0971 -1.7057
H 4.4432 -5.4345 -3.5607
H 6.7979 -4.4025 -1.7489
H 6.8976 -4.5571 -3.5365
H 6.5968 -2.1328 -2.6155
H 5.0152 -2.5638 -1.8685
H 4.2658 -3.1648 -4.4790
H 5.7708 -2.2346 -4.8463
H 4.6644 -0.5544 -2.8818
H 4.5369 -0.3089 -4.7394
H 2.3463 0.0349 -3.6808
H 2.2634 -1.5013 -4.7013
H 2.2583 -1.1420 -1.5431
H 2.9516 -2.6280 -2.2747
H 0.9662 -3.5733 -2.7975
H 0.2961 -2.0597 -3.5766
H -1.0391 -0.6123 -1.1547
H -1.5726 -2.2595 0.7443
H -0.0747 -4.0658 -0.3830
H 0.8691 -1.7296 0.1548
H -3.0767 -3.6359 -1.1654
H -3.0818 -2.0836 -2.0685
H -0.7560 -4.5522 -5.1430
H 0.5663 -6.6732 -5.2583
H 0.5828 -8.3073 -3.2274
H -0.8808 -7.7635 -1.1262
H -2.2412 -5.5449 -1.0540
C -0.0530 2.4409 2.2117
C -0.9013 1.7832 1.3284
C -2.1024 1.2519 1.7835
C -2.4592 1.3871 3.1205
C -1.6128 2.0477 4.0027
C -0.4072 2.5712 3.5496
H 0.8854 2.8523 1.8570
H -0.6262 1.6832 0.2851
H -2.7602 0.7330 1.0962
H -3.3983 0.9766 3.4747
H -1.8923 2.1542 5.0458
H 0.2561 3.0820 4.2393
C 0.2110 -2.0952 6.7999
C -0.1281 -1.1738 5.8163
C 0.8489 -0.3561 5.2626
C 2.1682 -0.4665 5.6860
C 2.5083 -1.3904 6.6670
C 1.5293 -2.2020 7.2273
H -0.5525 -2.7310 7.2338
H -1.1558 -1.0922 5.4807
H 0.5822 0.3667 4.5004
H 2.9315 0.1682 5.2504
H 3.5380 -1.4774 6.9958
H 1.7938 -2.9190 7.9962
C 0.3915 7.0413 7.4133
C 1.3858 7.6950 6.6952
C 1.5331 7.4546 5.3341
C 0.6794 6.5675 4.6890
C -0.3172 5.9165 5.4062
C -0.4588 6.1496 6.7689
H 0.2789 7.2263 8.4754
H 2.0475 8.3923 7.1970
H 2.3130 7.9597 4.7754
H 0.7908 6.3838 3.6264
H -0.9839 5.2259 4.9019
H -1.2326 5.6376 7.3290
C -8.6605 2.3028 4.0801
C -7.4179 2.5694 4.6423
C -6.2590 2.1562 3.9962
C -6.3423 1.4846 2.7825
C -7.5846 1.2212 2.2184
C -8.7439 1.6263 2.8688
H -9.5646 2.6222 4.5860
H -7.3527 3.0994 5.5859
H -5.2899 2.3585 4.4379
H -5.4383 1.1666 2.2761
H -7.6490 0.6987 1.2708
H -9.7130 1.4158 2.4312
C 6.0599 8.1638 5.6843
C 7.0538 8.8174 4.9660
C 7.2007 8.5772 3.6052
C 6.3468 7.6900 2.9603
C 5.3506 7.0392 3.6780
C 5.2095 7.2725 5.0406
H 5.9476 8.3487 6.7466
H 7.7155 9.5145 5.4677
H 7.9802 9.0821 3.0464
H 6.4582 7.5061 1.8980
H 4.6836 6.3483 3.1746
H 4.4359 6.7605 5.6010
C -4.6569 -4.4877 -5.0955
C -3.6701 -3.8386 -5.8272
C -3.5477 -4.0732 -7.1911
C -4.4192 -4.9509 -7.8265
C -5.4086 -5.5971 -7.0962
C -5.5251 -5.3688 -5.7293
H -4.7483 -4.3065 -4.0310
H -2.9957 -3.1508 -5.3334
H -2.7727 -3.5718 -7.7601
H -4.3260 -5.1307 -8.8919
H -6.0894 -6.2807 -7.5920
H -6.2935 -5.8774 -5.1580
C -3.5845 10.4439 4.1047
C -2.8488 11.3936 3.4062
C -1.4646 11.2894 3.3390
C -0.8168 10.2294 3.9629
C -1.5526 9.2778 4.6581
C -2.9359 9.3870 4.7329
H -4.6640 10.5271 4.1598
H -3.3548 12.2166 2.9140
H -0.8902 12.0339 2.7996
H 0.2627 10.1450 3.9067
H -1.0479 8.4516 5.1425
H -3.5091 8.6474 5.2800
C 0.5223 -6.2528 -9.9630
C -0.3449 -6.9003 -10.8344
C -1.5429 -7.4240 -10.3621
C -1.8777 -7.2913 -9.0195
C -1.0120 -6.6404 -8.1485
C 0.1897 -6.1250 -8.6190
H 1.4580 -5.8473 -10.3307
H -0.0868 -6.9977 -11.8830
H -2.2165 -7.9349 -11.0408
H -2.8140 -7.6951 -8.6519
H -1.2742 -6.5354 -7.1012
H 0.8673 -5.6220 -7.9383